Molecular formula: C5H33N3O9
Method: DFT, ωB97M-V/def2-TZVPD

Atoms and positions in Å:
C: 0.9754 -1.5092 -1.0649
N: -0.4971 -1.4520 -1.1842
C: -0.9291 -0.2997 -2.0793
N: -1.6840 -0.7510 -3.2262
C: 1.9440 -0.5178 -0.3396
C: 2.9973 0.0745 -1.3692
C: 2.3879 1.0901 -2.3299
N: 1.2704 0.6370 0.2788
H: 1.1724 -2.4913 -0.5583
H: 1.2101 -1.9236 -2.0660
H: -1.0323 -1.4125 -0.3193
H: -1.4434 0.4143 -1.4384
H: -0.0303 0.2690 -2.3218
H: -2.6146 -0.9401 -2.8763
H: -1.3713 -1.6844 -3.4601
H: 2.3565 -1.1898 0.4321
H: 3.4957 -0.6783 -1.9881
H: 3.7117 0.6850 -0.7969
H: 3.1677 1.8154 -2.5556
H: 2.0884 0.6567 -3.3082
H: 1.4824 1.6274 -2.0626
H: 1.7371 1.5407 0.2348
H: 0.4284 1.0036 -0.1548
H: 3.8434 1.4446 1.9902
H: 2.7741 0.7816 2.8806
O: 3.5520 1.3611 2.9058
H: -2.5229 3.1181 1.9108
H: -1.2744 2.6678 0.7794
O: -2.1685 2.6678 1.1567
H: 0.0610 0.6459 2.5960
H: 0.1027 2.1164 3.4049
O: -0.1715 1.2097 3.3313
H: -1.7972 0.5873 1.4865
H: -1.6519 -0.9512 1.8907
O: -1.9377 -0.3343 1.2095
H: -0.2194 -4.3345 -0.2110
H: -0.3802 -3.2038 0.8014
O: 0.0713 -4.0411 0.6574
H: 0.3778 3.9309 1.3569
H: -0.1251 4.3725 -0.0801
O: 0.3049 3.6838 0.4325
H: -3.4824 -3.4350 -0.8611
H: -3.2116 -2.0194 -0.2678
O: -2.8898 -2.9268 -0.2974
H: 0.9144 -1.1119 1.6632
H: 0.7024 -2.2634 2.6129
O: 0.4689 -1.3333 2.4889
H: -4.2783 0.7073 0.9817
H: -3.7237 0.5193 -0.4151
O: -4.1616 1.1763 0.1491

Force components x, y, z for each atom (eV/Å):
C -0.8889 -3.2468 0.1302
N 0.5155 1.9089 -0.6324
C 1.0443 -1.0227 1.6021
N -0.4714 0.3406 0.3478
C -0.2495 1.1015 -2.2336
C -0.7618 0.0569 0.9920
C -0.2080 -0.1789 -1.7151
N -0.7908 0.5767 0.8913
H -0.3099 0.8678 0.0245
H 0.8993 1.4349 -0.0083
H 0.5612 0.1898 -0.0948
H -0.8626 0.0218 -0.2643
H -0.0182 -0.4107 -0.6932
H -0.3406 0.1510 -0.1996
H 0.4591 -0.0275 -0.1393
H 0.6379 0.9019 -0.1429
H 0.1468 -0.0597 0.5498
H 0.2295 -0.7144 0.0746
H -0.1477 0.2144 -0.1461
H 0.3676 -0.0801 0.4898
H 0.1910 0.1301 0.6988
H 1.1375 -0.5605 0.2627
H -0.4671 -1.2905 -0.2965
H -0.1029 -0.0974 0.1435
H 0.1936 0.2050 -0.0510
O -0.1978 -0.1041 -0.0967
H 1.0805 0.6043 0.4548
H -0.1517 1.2026 1.3306
O -0.6839 -1.6483 -1.5095
H 0.8082 0.6763 -0.4904
H 0.5936 0.0358 -0.8983
O -1.2786 -0.5276 1.5637
H -0.1987 -0.2139 0.2728
H 0.2780 0.4385 0.2971
O -0.4874 -0.1471 -0.4917
H -0.1647 0.1342 -0.0041
H -0.2908 -0.1125 -0.1897
O 0.2467 -0.1879 0.3612
H -0.1242 0.4434 -0.0803
H -0.0352 0.2900 0.3337
O 0.4518 -0.7608 -0.4051
H -0.0440 0.2167 0.0722
H -0.1223 -0.1058 0.0061
O -0.0145 -0.1782 0.1441
H -0.0544 0.3839 -0.1237
H -0.0665 0.0761 0.2692
O 0.1375 -0.7738 -0.1641
H 0.1508 0.0314 0.0083
H -0.0973 0.3896 0.3178
O -0.4990 -0.5747 -0.5678

The total energy comes out at -28616.220 eV. Its total charge is 0. The LUMO energy is 0.0 eV. The energy relative to the best compared isomer or geometry (same formula, charge and spin) is 275.8 kJ/mol. As for the HOMO-LUMO gap: 8.87 eV. Its HOMO energy is -8.85 eV.